The following is a quantum chemistry calculation of the ion CHN4O with charge +1 at a distorted geometry, from the Open Molecules 2025 dataset.

XYZ file:
```
7
Properties=species:S:1:pos:R:3
N 0.13826 1.96053 0.07264
N -0.55801 1.08403 0.01947
C -1.04775 -0.12742 -0.00736
N 0.02360 -0.97490 0.18318
N 1.15141 -0.78362 -0.00073
O 2.28580 -0.84298 0.01655
H -1.99331 -0.31563 -0.28375
```

The calculation puts the energy above the lowest of the compared OMol25 structures with the same formula, charge and spin at 55.9 kJ/mol. As for the structure (SMILES): N#[N+]/C=N\N=O. Its charge is +1. For the HOMO-LUMO gap (alpha / beta), the calculation gives 7.81 / 7.81 eV. The HOMO energy (alpha / beta) is -15.2 / -15.2 eV.